Entry one
This record from the OMol25 dataset describes a single C2H4N2S2 molecule. The level of theory is ωB97M-V with the def2-TZVPD basis set.

For the frontier orbital gap, the calculation gives 9.0 eV. As for the SMILES: C=NSC(N)=S. The value obtained for the LUMO energy is 0.44 eV.

Last column: Löwdin charge in e.
CARTESIAN COORDINATES (ANGSTROEM)
C: 1.04538 -0.90420 -1.81955  -0.147
N: 0.42921 -0.54055 -0.77723  -0.382
S: 0.00730 1.08624 -0.66815  0.896
C: -0.74153 1.04243 0.91909  -1.238
N: -0.70897 -0.08572 1.64008  0.042
S: -1.34638 2.51407 1.40648  0.527
H: 1.15290 -0.27511 -2.69482  0.061
H: 1.46161 -1.92825 -1.80242  0.080
H: -0.32590 -0.88869 1.19382  0.062
H: -0.97363 -0.02021 2.60271  0.099

=====

Entry two
This record from the OMol25 dataset describes a single C2H4N2S2 molecule. The level of theory is ωB97M-V with the def2-TZVPD basis set.

For the frontier orbital gap, the calculation gives 8.6 eV. As for the SMILES: S=CN/C=N/S. The value obtained for the LUMO energy is -0.17 eV.

Last column: Löwdin charge in e.
CARTESIAN COORDINATES (ANGSTROEM)
S: 1.67696 2.06446 1.96306  0.602
C: 1.06548 0.61880 1.48480  -0.717
N: 0.55679 0.50052 0.21651  -0.064
C: -0.26849 -0.56561 -0.24792  -0.308
N: -0.76965 -0.61544 -1.44121  -0.392
S: -1.77157 -1.95427 -1.87708  0.687
H: 0.94971 -0.21313 2.19385  0.071
H: 0.59486 1.37754 -0.38566  0.155
H: -0.69392 -1.23352 0.54948  0.122
H: -2.62868 -1.20868 -2.58167  -0.156

=====

Entry three
This record from the OMol25 dataset describes a single C2H4N2S2 molecule. The level of theory is ωB97M-V with the def2-TZVPD basis set.

For the frontier orbital gap, the calculation gives 4.7 eV. The value obtained for the LUMO energy is -3.46 eV.

Last column: Löwdin charge in e.
CARTESIAN COORDINATES (ANGSTROEM)
C: 0.23292 0.73515 -0.74196  -0.995
C: -0.77168 -0.18261 0.14241  -0.312
N: 1.32292 0.19754 -1.08192  0.035
N: -0.05170 -0.95484 1.02568  -0.467
S: -0.53105 2.18381 -1.07075  0.604
S: -0.03658 -0.99749 2.66767  0.774
H: -1.43034 0.64004 0.55048  0.077
H: -1.27100 -1.00798 -0.54918  0.190
H: 1.81170 0.86901 -1.68479  0.048
H: 0.72481 -1.48262 0.74236  0.045

=====

Relative energies, unit kJ/mol: entry one 0.0; entry two 50.7; entry three 297.8

=====

Entry one
This record from the OMol25 dataset describes C41H61ClIN9O2PPt as an isolated structure. The level of theory is ωB97M-V with the def2-TZVPD basis set.

Its net charge is +1. For the frontier orbital gap (alpha / beta), the calculation gives 7.3 / 4.8 eV. As for the multiplicity: 5. The expectation value of S² is 6.05. The value obtained for the LUMO energy (alpha / beta) is -1.92 / -4.90 eV.

Last column: Löwdin charge in e.
CARTESIAN COORDINATES (ANGSTROEM)
Pt: -1.09288 -0.46765 0.67173  1.179
C: -1.83064 5.24564 -1.78643  -0.010
C: -1.40102 4.90953 -0.39450  -0.230
N: -0.60925 5.72591 0.24547  0.123
C: -0.26583 5.46936 1.47916  -0.042
C: -0.60832 4.28970 2.18139  -0.080
C: 0.07307 4.03714 3.49275  -0.200
O: 0.71837 5.25137 3.91629  -0.062
C: -1.43562 3.32275 1.50051  -0.055
C: -1.72902 2.10514 2.17888  -0.107
N: -2.25907 0.92344 1.76699  -0.086
C: -3.58956 0.61301 2.20642  -0.308
C: -4.57787 1.55250 1.82052  -0.029
C: -5.82726 1.57622 2.40701  -0.050
C: -6.05491 0.74846 3.51470  -0.073
C: -5.12396 -0.19164 3.87268  -0.192
C: -3.91360 -0.37121 3.18861  -0.601
I: -2.84893 -2.07821 3.85224  0.990
C: -1.96972 3.66980 0.16804  -0.320
O: -2.82765 3.06001 -0.46693  0.073
H: -1.58146 4.37407 -2.40877  0.087
H: -1.28680 6.16496 -2.07808  0.093
H: -2.91036 5.42519 -1.84016  0.097
H: 0.33749 6.20096 1.99005  0.123
H: 0.82022 3.25081 3.27388  0.118
H: -0.60867 3.58609 4.24947  0.128
H: 1.13153 5.16357 4.79634  0.112
H: -1.49972 2.20830 3.27380  0.119
H: -4.30830 2.17378 0.97102  0.104
H: -6.60815 2.17662 1.99288  0.107
H: -6.99947 0.80891 4.09018  0.125
H: -5.37624 -0.85051 4.70692  0.087
C: 0.36919 -3.48941 2.00384  -0.064
N: 0.58168 -2.67172 3.18541  -0.171
C: 0.52375 -3.46277 4.36843  -0.123
C: 0.72936 -1.30793 3.27509  -0.409
N: 0.22491 -0.47121 2.35648  -0.036
N: 1.26767 -0.78174 4.42988  -0.170
C: 1.04077 0.61321 4.70444  -0.061
C: 2.41023 -1.35938 5.06461  -0.058
H: 1.22297 -4.18720 1.87280  0.105
H: 0.24735 -2.85678 1.11341  0.035
H: -0.54319 -4.05302 2.16235  0.072
H: -0.27715 -4.20700 4.26476  0.084
H: 0.32177 -2.84335 5.25783  0.095
H: 1.44608 -4.02555 4.56819  0.096
H: 0.69630 0.44341 2.39944  0.049
H: 0.03651 0.90482 4.41171  0.073
H: 1.78324 1.25070 4.15047  0.104
H: 1.17631 0.76399 5.77342  0.101
H: 2.63322 -2.34618 4.65489  0.083
H: 2.19788 -1.49795 6.13916  0.106
H: 3.26012 -0.67965 4.99822  0.096
N: 0.43213 -1.00279 -0.34895  -0.318
P: 1.41086 -1.16082 -1.56563  0.595
N: 2.88548 -1.72721 -1.04966  -0.207
C: 4.03289 -1.96458 -1.98537  -0.180
C: 5.00832 -2.82813 -1.18580  -0.174
C: 5.72970 -1.88692 -0.21004  -0.200
C: 4.75084 -0.91594 0.45215  -0.175
C: 3.31443 -1.43345 0.30261  -0.243
N: 1.69713 0.33261 -2.24435  -0.190
C: 1.23228 1.58562 -1.63811  -0.220
C: 2.21272 2.76320 -1.81341  -0.173
C: 2.49568 3.08584 -3.30073  -0.177
C: 2.36024 1.80774 -4.15748  -0.170
C: 2.67321 0.51974 -3.35837  -0.191
N: 1.01147 -2.25967 -2.76070  -0.195
C: 1.23998 -3.71994 -2.56046  -0.189
C: 0.02379 -4.61506 -2.95052  -0.163
C: -0.66082 -4.21524 -4.29540  -0.197
C: -0.85888 -2.72070 -4.37596  -0.187
C: 0.44617 -1.96345 -4.05593  -0.215
H: 4.53662 -1.02141 -2.28196  0.106
H: 3.63490 -2.47416 -2.87231  0.103
H: 5.75784 -3.26739 -1.84982  0.118
H: 4.45765 -3.60628 -0.69875  0.104
H: 6.58909 -1.41952 -0.74374  0.123
H: 6.22358 -2.44550 0.57279  0.101
H: 4.80524 0.14666 0.02653  0.129
H: 4.93598 -0.84253 1.54216  0.111
H: 2.59021 -0.70658 0.74706  0.094
H: 3.21429 -2.32469 0.94983  0.113
H: 1.11414 1.41375 -0.57036  0.078
H: 0.27102 1.86077 -2.05901  0.107
H: 3.12701 2.45731 -1.20660  0.125
H: 1.83460 3.63051 -1.28566  0.096
H: 3.48376 3.49770 -3.41042  0.099
H: 1.75403 3.86107 -3.60739  0.119
H: 3.15520 1.85754 -4.90885  0.111
H: 1.39611 1.78300 -4.67158  0.110
H: 3.70790 0.69010 -2.94006  0.119
H: 2.69920 -0.34928 -3.99935  0.097
H: 1.52716 -3.91952 -1.50221  0.114
H: 2.10555 -4.01876 -3.19274  0.117
H: -0.69457 -4.57722 -2.08381  0.116
H: 0.33455 -5.68132 -2.99858  0.116
H: -1.58041 -4.80046 -4.37879  0.112
H: -0.05721 -4.59352 -5.11536  0.108
H: -1.66578 -2.41636 -3.69212  0.105
H: -1.24265 -2.36022 -5.32450  0.113
H: 1.17132 -2.28200 -4.84912  0.135
H: 0.28282 -0.87141 -4.17616  0.114
Cl: -6.02910 1.34493 -4.42652  0.676
C: -4.96355 1.08862 -3.08805  -0.676
C: -3.58041 0.91819 -3.29359  -0.106
C: -2.86280 0.17828 -2.37218  -0.063
C: -3.50853 -0.38330 -1.22089  -0.296
C: -2.71205 -1.22601 -0.32133  -0.281
C: -4.83865 0.00209 -0.94699  -0.042
C: -5.53092 0.82104 -1.84600  -0.104
H: -3.06333 1.35199 -4.17167  0.118
H: -1.80974 -0.03182 -2.62017  0.097
H: -2.19529 -2.00671 -0.88761  0.042
H: -3.28412 -1.65904 0.50246  0.041
H: -5.29726 -0.34930 -0.03743  0.106
H: -6.51642 1.24063 -1.57499  0.119

=====

Entry two
This record from the OMol25 dataset describes C41H61ClIN9O2PPt as an isolated structure. The level of theory is ωB97M-V with the def2-TZVPD basis set.

Its net charge is +1. For the frontier orbital gap (alpha / beta), the calculation gives 6.0 / 5.9 eV. As for the multiplicity: 5. The expectation value of S² is 6.08. The value obtained for the LUMO energy (alpha / beta) is -2.86 / -3.88 eV.

Last column: Löwdin charge in e.
CARTESIAN COORDINATES (ANGSTROEM)
Pt: -0.92056 0.56230 -0.31138  0.974
C: -2.51712 -1.29101 -4.45674  -0.030
C: -2.48487 0.19954 -4.40978  -0.256
N: -3.13487 0.91604 -5.26173  0.120
C: -3.15805 2.22184 -5.17660  -0.112
C: -2.55117 2.97691 -4.19033  -0.148
C: -2.34815 4.45047 -4.34349  -0.178
O: -1.02525 4.78317 -3.89449  -0.096
C: -1.89529 2.25699 -3.16377  -0.087
C: -1.41162 3.01407 -2.07020  -0.060
N: -0.77348 2.55276 -0.95619  -0.099
C: -0.20639 3.57186 -0.20278  -0.325
C: 0.17226 4.81701 -0.68645  -0.041
C: 0.71270 5.74854 0.10187  -0.078
C: 0.99499 5.48164 1.44106  -0.086
C: 0.69857 4.27172 1.99931  -0.163
C: 0.13859 3.27849 1.15523  -0.543
I: -0.11103 1.40510 2.10925  1.078
C: -1.90880 0.79897 -3.19807  -0.229
O: -1.55260 -0.03699 -2.25598  -0.222
H: -3.18127 -1.77008 -5.22511  0.100
H: -2.80443 -1.70250 -3.49724  0.054
H: -1.47159 -1.68322 -4.61050  0.097
H: -3.57172 2.66335 -6.05333  0.109
H: -3.04935 5.04894 -3.69548  0.139
H: -2.50557 4.69970 -5.39250  0.125
H: -0.82729 5.72398 -4.06330  0.116
H: -1.75788 4.02888 -2.04611  0.105
H: 0.01140 4.95473 -1.75344  0.108
H: 0.97787 6.70075 -0.33887  0.118
H: 1.51010 6.28216 2.01488  0.127
H: 1.03742 4.00565 2.97769  0.083
C: -4.33681 2.82373 -0.52758  -0.034
N: -4.06347 2.31272 0.80472  -0.153
C: -3.88828 3.31851 1.83258  -0.048
C: -3.77481 0.98799 1.06658  -0.422
N: -2.99080 0.30432 0.24952  -0.017
N: -4.22256 0.34544 2.21010  -0.119
C: -3.48445 -0.76392 2.78905  -0.052
C: -5.47827 0.75823 2.89722  -0.029
H: -5.43636 2.96045 -0.57807  0.104
H: -4.02974 2.06205 -1.25236  0.083
H: -3.82253 3.78209 -0.69371  0.086
H: -3.63802 4.23750 1.30851  0.085
H: -3.10178 3.02788 2.57151  0.091
H: -4.84549 3.41175 2.39056  0.085
H: -3.21149 -0.67422 0.13819  0.056
H: -2.45594 -0.50660 3.16740  0.071
H: -3.30892 -1.50568 2.04763  0.060
H: -4.00408 -1.22265 3.59863  0.077
H: -6.35386 0.94843 2.22997  0.105
H: -5.25641 1.63733 3.50415  0.067
H: -5.76955 -0.09465 3.60720  0.109
N: -0.58264 -1.29357 -0.09554  -0.317
P: 0.42554 -2.49060 -0.11435  0.633
N: 1.61775 -2.34942 -1.25148  -0.202
C: 1.96478 -3.35306 -2.31167  -0.153
C: 3.32948 -3.05106 -2.97803  -0.183
C: 3.34048 -1.67631 -3.63192  -0.190
C: 2.51269 -0.70318 -2.78653  -0.185
C: 2.45321 -1.13497 -1.32316  -0.216
N: -0.44693 -3.90254 -0.47258  -0.184
C: -1.81537 -3.76872 -0.96603  -0.230
C: -2.15719 -4.88980 -2.02137  -0.142
C: -2.20867 -6.25110 -1.22836  -0.188
C: -1.36594 -6.21580 0.04678  -0.170
C: -0.10860 -5.29736 -0.07180  -0.165
N: 1.25245 -2.70740 1.36248  -0.179
C: 2.51905 -3.49298 1.38100  -0.181
C: 3.44606 -3.09543 2.55708  -0.168
C: 2.75287 -2.83949 3.90465  -0.178
C: 1.48652 -1.96282 3.71708  -0.192
C: 0.59444 -2.55745 2.64348  -0.249
H: 1.14088 -3.28572 -3.08387  0.133
H: 2.00155 -4.37513 -1.87180  0.108
H: 3.55284 -3.75144 -3.74440  0.103
H: 4.10855 -3.11484 -2.22941  0.106
H: 2.85452 -1.73278 -4.61538  0.115
H: 4.37465 -1.31565 -3.74267  0.118
H: 1.51911 -0.43509 -3.12373  0.101
H: 3.07663 0.27977 -2.81295  0.129
H: 2.08888 -0.34352 -0.67651  0.087
H: 3.49416 -1.29454 -1.01636  0.118
H: -1.94487 -2.74239 -1.36616  0.080
H: -2.53387 -3.79242 -0.14971  0.107
H: -1.42238 -4.81765 -2.83007  0.102
H: -3.15037 -4.66001 -2.44489  0.106
H: -1.94929 -7.08066 -1.89153  0.103
H: -3.27655 -6.46543 -1.02383  0.112
H: -0.94950 -7.22584 0.17642  0.115
H: -1.92858 -5.99981 0.95084  0.106
H: 0.50170 -5.74355 -0.80237  0.087
H: 0.45949 -5.27480 0.83164  0.082
H: 3.06178 -3.33373 0.47517  0.087
H: 2.36015 -4.59413 1.43361  0.112
H: 4.04618 -2.26338 2.22265  0.098
H: 4.15313 -3.91088 2.65183  0.108
H: 3.44942 -2.43902 4.64036  0.106
H: 2.40328 -3.80816 4.29707  0.115
H: 1.73772 -0.91295 3.38287  0.078
H: 0.96078 -1.90622 4.67934  0.115
H: -0.25890 -1.94161 2.49100  0.061
H: 0.18367 -3.48917 3.09307  0.131
Cl: 6.69507 6.46933 3.81704  0.663
C: 6.09146 4.87783 3.48950  -0.640
C: 5.38507 4.61089 2.24946  -0.113
C: 4.73177 3.45146 2.11226  -0.055
C: 4.81604 2.41493 3.13158  -0.312
C: 4.16308 1.19075 3.01771  0.061
C: 5.55088 2.63907 4.32583  -0.045
C: 6.19795 3.86807 4.50518  -0.092
H: 5.36622 5.41725 1.55739  0.092
H: 4.15479 3.25941 1.16843  0.129
H: 4.10485 0.51690 3.84955  0.050
H: 3.57718 0.99899 2.12248  0.044
H: 5.55191 1.90012 5.12086  0.112
H: 6.87707 4.10634 5.36554  0.117

=====

Relative energies, unit kJ/mol: entry one 42.1; entry two 0.0